A structure of composition C5H14N2O. Source: the OMol25 dataset; level of theory: ωB97M-V/def2-TZVPD.

Element x y z (Å)
N -2.307 -0.046 -1.082
C -1.445 0.477 -0.036
C -1.588 -0.152 1.322
O -1.661 -2.455 0.170
C -0.037 0.199 -0.679
N 1.117 0.327 0.234
C 1.780 1.614 -0.035
C 2.069 -0.768 0.072
H -2.060 -1.872 -0.528
H -1.703 -0.292 -1.873
H -1.594 1.574 -0.010
H -2.611 -0.099 1.690
H -0.919 0.275 2.067
H -1.571 -1.528 0.948
H -0.047 0.945 -1.532
H -0.131 -0.875 -0.709
H 2.681 1.606 0.599
H 1.136 2.436 0.348
H 2.050 1.778 -1.132
H 1.477 -1.679 0.175
H 2.763 -0.739 0.915
H 2.602 -0.724 -0.919

Computed properties:
Frontier orbital gap in eV: 5.8
E_HOMO in Eh: -0.31813
Molecular weight in g/mol: 118.2
Maximum force in eV/Å: 3.83
E in Eh: -383.3854
Energy relative to the best compared isomer or geometry (same formula, charge and spin) in kcal/mol: 197.86